# 1
Formula: C16H27NO5
Source: the Open Molecules 2025 dataset
Level of theory: ωB97M-V with the def2-TZVPD basis set

Properties
total charge: 0
HOMO level: -8.825 eV
structure (SMILES): CCO[C@@H]1OC(C(=O)N2CCOCC2)=C[C@H](C)[C@H]1CCCO
energy above the lowest of the compared OMol25 structures with the same formula, charge and spin: 130.4 kJ/mol

Last column: Mulliken charge in e.
Atoms and positions in Å:
C (2.38, -1.61, 3.12)  -1.35
C (2.30, -0.71, 1.89)  -0.11
H (3.12, 0.02, 1.90)  0.40
H (2.38, -1.31, 0.97)  0.16
O (1.12, 0.07, 1.86)  -0.28
C (-0.02, -0.57, 1.33)  -0.49
C (-1.27, 0.08, 1.94)  0.28
C (-2.49, -0.84, 1.85)  -1.34
C (-2.96, -1.30, 0.46)  -0.39
C (-3.90, -0.30, -0.23)  -0.56
O (-5.00, 0.05, 0.58)  -0.57
H (-5.50, -0.74, 0.78)  0.36
H (-3.38, 0.63, -0.46)  0.19
H (-4.24, -0.74, -1.18)  0.39
H (-3.50, -2.24, 0.59)  0.48
H (-2.11, -1.49, -0.19)  0.10
H (-2.27, -1.74, 2.44)  0.46
H (-3.33, -0.33, 2.34)  0.50
C (-1.50, 1.49, 1.37)  0.60
C (-1.13, 1.55, -0.08)  -1.88
C (-0.41, 0.61, -0.68)  1.41
O (0.04, -0.54, -0.08)  -0.41
C (-0.13, 0.66, -2.16)  0.43
O (-1.03, 0.67, -2.97)  -0.71
N (1.17, 0.72, -2.52)  0.04
C (2.31, 0.72, -1.62)  -0.21
H (1.99, 0.79, -0.59)  0.13
C (3.12, -0.55, -1.87)  -0.54
H (4.04, -0.56, -1.28)  0.29
O (3.52, -0.64, -3.22)  -0.42
C (2.41, -0.65, -4.09)  -0.58
H (2.81, -0.70, -5.10)  0.35
C (1.56, 0.62, -3.91)  -0.77
H (0.65, 0.57, -4.51)  0.42
H (2.15, 1.50, -4.18)  0.32
H (1.78, -1.53, -3.89)  0.33
H (2.50, -1.43, -1.60)  0.38
H (2.93, 1.59, -1.86)  0.28
H (-1.44, 2.41, -0.65)  0.40
C (-0.71, 2.55, 2.15)  -1.77
H (-1.05, 2.59, 3.18)  0.46
H (-0.85, 3.53, 1.70)  0.45
H (0.35, 2.30, 2.14)  0.25
H (-2.57, 1.73, 1.47)  0.66
H (-1.04, 0.19, 3.00)  0.46
H (0.00, -1.64, 1.58)  0.34
H (2.30, -1.01, 4.02)  0.32
H (3.33, -2.13, 3.13)  0.44
H (1.58, -2.34, 3.12)  0.30

=====

# 2
Formula: C16H28AgClF5O5Si2
Source: the Open Molecules 2025 dataset
Level of theory: ωB97M-V with the def2-TZVPD basis set

Properties
total charge: +1
HOMO level: -12.346 eV

Last column: Mulliken charge in e.
Atoms and positions in Å:
C (3.79, 2.72, 2.32)  -1.25
C (3.38, 3.12, 0.89)  -0.11
C (1.89, 3.49, 0.76)  -1.00
C (1.38, 3.36, -0.68)  -0.77
Si (1.01, 1.62, -1.15)  0.58
Cl (2.55, 0.80, -2.24)  -0.37
C (-0.44, 1.48, -2.36)  0.03
C (-1.72, 2.27, -1.99)  -1.37
O (-2.11, 2.15, -0.63)  -0.29
C (-2.96, 1.12, -0.37)  0.72
O (-2.78, 0.03, -0.89)  -0.59
C (-4.06, 1.48, 0.57)  -0.47
C (-3.72, 1.13, 2.04)  -0.97
O (0.66, 0.71, 0.17)  0.50
Si (0.82, -0.93, 0.26)  -0.18
F (0.76, -1.53, -1.22)  -0.29
C (-0.49, -1.67, 1.30)  -0.29
C (-0.45, -3.20, 1.40)  -0.85
O (-1.76, -3.75, 1.27)  -0.40
C (-2.14, -4.42, 0.15)  0.60
O (-2.96, -5.29, 0.24)  -0.57
C (-1.54, -3.94, -1.15)  0.36
C (-2.20, -4.59, -2.37)  -1.36
C (2.52, -1.29, 1.11)  0.79
F (2.59, -0.38, 2.15)  -0.27
F (2.48, -2.54, 1.65)  -0.29
C (3.80, -1.13, 0.30)  0.19
F (3.65, -1.80, -0.88)  -0.27
F (4.84, -1.66, 0.97)  -0.28
H (2.93, 2.72, 2.99)  0.37
H (4.25, 1.73, 2.35)  0.24
H (4.52, 3.42, 2.72)  0.35
H (3.64, 2.35, 0.16)  0.12
H (3.95, 4.00, 0.59)  0.44
H (1.78, 4.54, 1.05)  0.50
H (1.29, 2.92, 1.46)  0.38
H (2.17, 3.71, -1.36)  0.43
H (0.52, 4.01, -0.85)  0.44
H (-0.12, 1.94, -3.32)  0.51
H (-0.75, 0.41, -2.46)  0.15
H (-2.54, 1.95, -2.64)  0.41
H (-1.56, 3.33, -2.18)  0.55
H (-4.28, 2.54, 0.50)  0.23
H (-4.93, 0.90, 0.25)  0.37
H (-3.01, 0.32, 2.12)  0.19
H (-4.62, 0.81, 2.56)  0.36
H (-3.33, 2.00, 2.57)  0.32
H (-0.39, -1.23, 2.29)  0.59
H (-1.46, -1.40, 0.88)  0.27
H (0.23, -3.66, 0.68)  0.44
H (-0.11, -3.50, 2.38)  0.31
H (-1.58, -2.85, -1.18)  -0.24
H (-0.48, -4.19, -1.14)  0.25
H (-3.23, -4.85, -2.16)  0.35
H (-2.20, -3.88, -3.20)  0.36
H (-1.66, -5.47, -2.68)  0.32
H (4.03, -0.08, 0.12)  0.14
Ag (0.17, 0.17, -4.10)  0.32

=====

# 3
Formula: C16H28AuN4OPS
Source: the Open Molecules 2025 dataset
Level of theory: ωB97M-V with the def2-TZVPD basis set

Properties
total charge: +2
HOMO level (alpha / beta): -13.660 / -14.519 eV
spin multiplicity: 3

Last column: Mulliken charge in e.
Atoms and positions in Å:
Au (-0.20, 0.41, -0.12)  0.81
C (2.27, 1.57, 0.09)  0.73
C (2.23, 1.04, 1.44)  0.86
C (1.01, 1.45, 2.03)  0.35
C (0.32, 2.28, 1.10)  0.56
C (1.08, 2.31, -0.14)  0.46
C (0.83, 3.20, -1.31)  -1.45
C (-0.89, 3.10, 1.40)  -1.42
C (0.57, 1.19, 3.43)  -1.68
C (3.31, 0.28, 2.11)  -1.76
C (3.38, 1.44, -0.88)  -1.65
H (1.06, 2.68, -2.25)  0.38
H (1.48, 4.08, -1.26)  0.36
H (-0.20, 3.54, -1.36)  0.40
H (-0.66, 3.80, 2.21)  0.37
H (-1.71, 2.47, 1.75)  0.39
H (-1.23, 3.66, 0.54)  0.31
H (0.94, 0.24, 3.81)  0.38
H (-0.51, 1.21, 3.52)  0.37
H (0.96, 1.96, 4.10)  0.38
H (3.92, 0.97, 2.72)  0.38
H (3.97, -0.20, 1.41)  0.45
H (2.91, -0.45, 2.81)  0.38
H (3.91, 2.39, -0.97)  0.36
H (3.00, 1.21, -1.88)  0.35
H (4.11, 0.68, -0.59)  0.41
O (-2.61, 1.41, -1.51)  -0.47
S (-1.97, 0.55, -2.50)  0.42
N (-0.69, -0.12, -2.15)  -0.53
C (-1.65, -4.87, -0.09)  -0.72
N (-0.36, -4.34, -0.75)  0.07
C (0.83, -4.70, 0.16)  -0.77
N (0.63, -4.20, 1.47)  0.16
C (-0.61, -4.72, 2.04)  -0.92
N (-1.77, -4.35, 1.23)  0.19
C (-2.08, -2.92, 1.28)  -1.08
P (-0.67, -1.94, 0.61)  0.77
C (-0.45, -2.86, -0.98)  -1.01
C (0.70, -2.74, 1.54)  -0.72
H (-1.55, -5.96, -0.07)  0.36
H (-2.48, -4.58, -0.73)  0.37
H (-0.24, -4.81, -1.65)  0.35
H (1.72, -4.28, -0.32)  0.37
H (0.88, -5.79, 0.16)  0.36
H (-0.74, -4.34, 3.05)  0.38
H (-0.55, -5.81, 2.08)  0.31
H (-2.28, -2.63, 2.31)  0.44
H (-2.99, -2.71, 0.70)  0.44
H (0.44, -2.52, -1.51)  0.48
H (-1.30, -2.67, -1.65)  0.46
H (0.64, -2.44, 2.59)  0.38
H (1.66, -2.39, 1.16)  0.43

=====

# 4
Formula: C16H28B2KO9SSn2
Source: the Open Molecules 2025 dataset
Level of theory: ωB97M-V with the def2-TZVPD basis set

Properties
total charge: +1
HOMO level: -9.288 eV
energy above the lowest of the compared OMol25 structures with the same formula, charge and spin: 0.0 kJ/mol

Last column: Mulliken charge in e.
Atoms and positions in Å:
Sn (11.11, 5.32, 6.57)  1.19
Sn (13.46, 2.61, 9.72)  1.26
K (15.44, 3.51, 5.83)  0.94
B (12.32, 2.50, 6.59)  1.42
H (11.62, 2.21, 7.35)  -0.37
H (11.75, 2.71, 5.70)  -0.39
H (12.87, 3.38, 6.89)  -1.06
H (12.90, 1.61, 6.41)  -0.11
B (14.18, 5.29, 7.96)  1.17
H (14.46, 6.22, 8.43)  -0.11
H (14.18, 5.39, 6.88)  -0.39
H (14.87, 4.53, 8.26)  -0.43
H (13.20, 5.01, 8.31)  -0.73
C (8.44, 4.86, 10.16)  -0.53
C (7.56, 4.81, 11.22)  0.39
C (7.86, 3.90, 12.46)  0.36
O (7.04, 3.68, 13.44)  -0.60
C (9.13, 3.31, 12.58)  -0.59
C (10.13, 3.45, 11.54)  0.46
C (9.74, 4.25, 10.24)  0.05
O (10.53, 4.16, 9.30)  -0.47
O (11.32, 3.01, 11.65)  -0.58
O (6.55, 5.68, 11.19)  -0.64
H (8.35, 5.55, 9.33)  0.29
H (9.34, 2.61, 13.38)  0.43
C (6.59, 2.21, 5.53)  -1.16
S (8.34, 2.30, 6.10)  0.69
O (8.66, 3.79, 6.29)  -0.65
C (8.16, 1.69, 7.81)  -1.02
H (5.96, 2.77, 6.21)  0.39
H (6.13, 1.23, 5.56)  0.39
H (6.50, 2.59, 4.51)  0.36
H (7.60, 2.43, 8.38)  0.41
H (9.13, 1.40, 8.23)  0.18
H (7.65, 0.73, 7.86)  0.48
O (15.03, 2.50, 3.29)  -0.60
C (14.05, 1.97, 2.79)  0.26
O (13.99, 1.66, 1.43)  -0.37
C (12.69, 1.46, 0.99)  -0.39
C (11.97, 0.90, 2.28)  -0.60
C (12.75, 1.58, 3.45)  0.75
H (12.73, 0.75, 0.16)  0.31
H (12.30, 2.40, 0.59)  0.24
H (11.96, -0.18, 2.39)  0.31
H (10.92, 1.22, 2.27)  0.36
H (12.92, 1.01, 4.36)  -0.22
H (12.33, 2.55, 3.73)  -0.12
O (9.87, -3.64, 6.62)  -0.58
C (10.41, -2.62, 6.23)  0.39
O (11.60, -2.21, 6.69)  -0.37
C (11.95, -0.95, 6.20)  -0.13
C (10.61, -0.43, 5.70)  0.64
C (9.81, -1.63, 5.32)  -0.51
H (12.69, -0.99, 5.40)  0.21
H (12.22, -0.42, 7.12)  0.12
H (10.66, 0.29, 4.88)  0.26
H (10.07, 0.13, 6.46)  -0.58
H (9.99, -1.93, 4.29)  0.31
H (8.74, -1.61, 5.55)  0.26

=====

# 5
Formula: C16H28BF10N2O4S2Si3Ta
Source: the Open Molecules 2025 dataset
Level of theory: ωB97M-V with the def2-TZVPD basis set

Properties
total charge: +2
HOMO level: -16.498 eV
energy above the lowest of the compared OMol25 structures with the same formula, charge and spin: 77.7 kJ/mol

Last column: Mulliken charge in e.
Atoms and positions in Å:
Ta (-1.20, -0.34, -0.17)  -0.18
C (-0.45, -3.70, -1.62)  -1.04
Si (0.74, -2.99, -0.37)  0.66
C (2.47, -3.52, -0.76)  -1.12
C (0.27, -3.54, 1.34)  -1.09
C (0.62, -0.97, -0.41)  1.06
Si (1.40, -0.30, -2.16)  0.13
C (3.20, 0.01, -1.89)  -0.95
C (1.09, -1.56, -3.48)  -1.08
C (0.47, 1.23, -2.66)  -0.85
Si (1.61, -0.22, 1.14)  -0.64
C (3.15, -1.14, 1.58)  -1.14
C (1.86, 1.62, 1.09)  -0.74
C (0.26, -0.47, 2.44)  0.38
C (0.44, -0.60, 3.80)  -0.69
C (-0.67, -0.74, 4.63)  -0.42
C (-1.95, -0.75, 4.09)  -1.01
C (-2.08, -0.61, 2.73)  -0.03
N (-1.00, -0.46, 1.93)  0.67
H (-1.03, -4.49, -1.14)  0.46
H (0.09, -4.15, -2.45)  0.44
H (-1.17, -2.99, -2.05)  0.13
H (2.44, -4.61, -0.75)  0.44
H (3.22, -3.22, -0.03)  0.35
H (2.82, -3.22, -1.75)  0.32
H (0.30, -4.64, 1.33)  0.55
H (-0.74, -3.26, 1.62)  0.26
H (0.96, -3.22, 2.13)  0.26
H (3.74, -0.90, -1.61)  0.32
H (3.43, 0.80, -1.19)  0.33
H (3.60, 0.32, -2.87)  0.49
H (1.58, -2.52, -3.36)  0.35
H (1.50, -1.11, -4.39)  0.47
H (0.03, -1.74, -3.67)  0.34
H (0.67, 2.10, -2.04)  0.10
H (-0.61, 1.12, -2.76)  0.32
H (0.82, 1.47, -3.68)  0.57
H (3.89, -1.10, 0.78)  0.41
H (2.99, -2.17, 1.88)  0.40
H (3.58, -0.60, 2.43)  0.50
H (2.28, 2.02, 0.18)  0.38
H (2.56, 1.86, 1.90)  0.59
H (0.94, 2.15, 1.30)  -0.05
H (1.44, -0.62, 4.22)  0.55
H (-0.54, -0.85, 5.70)  0.49
H (-2.82, -0.87, 4.71)  0.49
H (-3.06, -0.64, 2.25)  0.54
F (-4.85, -1.21, -0.92)  -0.16
B (-4.25, -1.37, -2.07)  0.17
F (-2.23, -1.87, 0.01)  -0.59
F (-2.96, -0.94, -2.16)  -0.05
F (-4.78, -1.92, -3.11)  -0.13
F (-3.84, 1.35, -0.77)  -0.18
C (-3.57, 2.33, 0.11)  0.52
F (-3.48, 1.76, 1.32)  -0.20
F (-4.49, 3.25, 0.10)  -0.17
S (-1.93, 2.97, -0.42)  1.21
O (-1.14, 1.61, -0.14)  0.02
O (-1.97, 3.18, -1.82)  -0.62
N (-1.57, 3.98, 0.61)  -0.54
S (-0.13, 4.80, 0.59)  1.10
O (0.29, 4.94, 1.93)  -0.62
O (0.72, 4.21, -0.40)  -0.54
C (-0.66, 6.48, -0.08)  0.66
F (0.20, 6.82, -1.02)  -0.19
F (-0.64, 7.35, 0.90)  -0.18
F (-1.88, 6.39, -0.59)  -0.21

=====

# 6
Formula: C16H28BFINO9S3
Source: the Open Molecules 2025 dataset
Level of theory: ωB97M-V with the def2-TZVPD basis set

Properties
total charge: 0
HOMO level: -7.846 eV
energy above the lowest of the compared OMol25 structures with the same formula, charge and spin: 0.0 kJ/mol

Last column: Mulliken charge in e.
Atoms and positions in Å:
C (1.47, 0.38, -0.46)  -0.60
C (0.95, 1.61, -0.53)  -1.01
C (1.61, 2.78, 0.18)  1.12
S (0.85, 4.34, -0.51)  1.53
C (2.02, 4.90, -1.71)  -1.03
O (-0.37, 3.99, -1.21)  -0.73
O (0.71, 5.38, 0.48)  -0.68
O (2.93, 2.79, -0.26)  -0.59
B (3.90, 2.43, 0.85)  0.64
O (4.78, 1.35, 0.54)  -0.67
C (4.80, 3.78, 1.20)  -0.26
C (6.20, 3.47, 1.59)  -0.09
O (7.11, 3.21, 0.89)  -0.46
I (6.60, 3.56, 3.76)  -0.17
O (2.92, 2.02, 1.94)  -0.60
C (1.71, 2.57, 1.76)  0.41
S (1.72, 3.98, 2.89)  -0.13
S (0.46, 1.28, 2.43)  1.41
O (0.05, 1.65, 3.75)  -0.70
O (1.01, -0.04, 2.35)  -0.59
F (-0.87, 1.37, 1.55)  -0.24
H (0.79, -0.45, -0.33)  0.04
H (2.52, 0.15, -0.58)  0.02
H (0.06, 1.78, -1.13)  0.52
H (1.58, 5.81, -2.10)  0.48
H (2.95, 5.13, -1.21)  0.23
H (2.15, 4.13, -2.47)  0.34
H (4.42, 0.78, -0.14)  0.22
H (4.88, 4.35, 0.28)  0.01
H (4.35, 4.39, 1.98)  0.51
H (0.42, 4.32, 2.88)  0.17
C (-2.29, -4.42, 0.96)  -1.72
C (-2.14, -2.91, 0.63)  2.08
C (-3.51, -2.21, 0.69)  -1.41
C (-4.44, -2.54, -0.48)  -0.45
C (-3.76, -2.29, -1.82)  -1.21
C (-2.42, -3.02, -1.98)  1.47
N (-1.58, -2.70, -0.76)  0.68
O (-1.02, -1.66, -0.87)  -0.24
C (-2.66, -4.53, -2.13)  -1.73
C (-1.69, -2.58, -3.25)  -1.82
C (-1.21, -2.32, 1.67)  -2.03
H (-1.79, -4.64, 1.91)  0.48
H (-3.33, -4.73, 1.06)  0.37
H (-1.81, -5.06, 0.22)  0.33
H (-3.34, -1.12, 0.70)  0.36
H (-3.97, -2.47, 1.64)  0.45
H (-4.78, -3.58, -0.41)  0.31
H (-5.33, -1.92, -0.41)  0.40
H (-4.40, -2.60, -2.64)  0.43
H (-3.59, -1.21, -1.94)  0.38
H (-1.72, -5.09, -2.12)  0.40
H (-3.13, -4.71, -3.09)  0.43
H (-3.31, -4.95, -1.37)  0.40
H (-1.57, -1.50, -3.30)  0.38
H (-2.28, -2.89, -4.11)  0.45
H (-0.71, -3.04, -3.32)  0.46
H (-0.21, -2.76, 1.61)  0.55
H (-1.59, -2.52, 2.67)  0.56
H (-1.10, -1.25, 1.57)  0.14

=====

Going through the records in order, we get E values of -1056.80006, -2688.10870, -1795.31392, -2779.39017, -3782.06971, -2975.19748 Ha.
Going through the records in order, we get molecular weight values of 313.4, 594.9, 552.4, 694.6, 842.5, 631.3 g mol⁻¹.